{"formula": "C4H10", "method": "ωB97M-V/def2-TZVPD", "species": ["C", "C", "H", "H", "H", "H", "C", "C", "H", "H", "H", "H", "H", "H"], "coordinates": [[-2.93, -0.55, 2.09], [-2.24, 0.00, 1.09], [-2.83, -0.16, 3.09], [-3.51, -1.44, 1.93], [-2.02, 1.02, 0.92], [-2.22, -0.55, 0.14], [2.22, -0.49, -1.13], [1.73, 0.95, -1.22], [3.27, -0.57, -0.83], [2.20, -1.05, -2.07], [1.63, -1.03, -0.40], [2.29, 1.58, -1.91], [0.67, 0.89, -1.47], [1.74, 1.39, -0.23]], "homo_lumo_gap_ev": 11.059, "fmax_ev_per_a": 2.17, "smiles": "C=C.CC", "e_above_lowest_kcal_mol": 38.2}